Density functional theory data (ωB97M-V with the def2-TZVPD basis set) for a 2-piece molecular cluster, C32H45FN3O9P2 overall.

Each line ends with the Löwdin charge.
Cartesian coordinates (Å):
C (-6.45892, 1.37571, 6.08278)  -0.07
C (-5.63008, 1.14480, 4.75321)  -0.29
O (-4.91650, -0.10838, 4.89476)  -0.22
P (-3.75957, -0.32827, 3.73033)  0.64
O (-2.49266, 0.29006, 4.25466)  -0.30
C (-4.14187, 0.48252, 2.09745)  -0.20
C (-2.82396, 0.98427, 1.33508)  -0.20
C (-2.91332, 0.43212, -0.14898)  -0.14
C (-1.62608, 0.68344, -0.98546)  -0.05
C (-0.28742, 0.43916, -0.49541)  0.07
N (0.86174, 0.63990, -1.21985)  -0.03
C (2.13402, 0.28083, -0.53601)  -0.05
C (3.11430, 1.49557, -0.24882)  -0.33
C (4.48696, 1.19092, -1.01891)  -0.05
O (3.44016, 1.42611, 1.14568)  -0.15
C (2.77844, 2.46445, 1.90835)  -0.15
C (2.34560, 1.79674, 3.26737)  -0.18
C (0.92843, 1.71610, 3.59822)  -0.04
C (0.56215, 1.04420, 4.85188)  -0.07
C (1.61447, 0.49817, 5.68833)  -0.08
C (3.05273, 0.60261, 5.38497)  -0.05
C (3.42158, 1.27493, 4.12865)  -0.03
C (0.77073, 1.11190, -2.52755)  -0.17
P (2.30511, 1.36784, -3.56359)  0.82
O (2.90921, -0.00176, -3.77729)  -0.43
C (-0.54192, 1.40009, -3.13930)  -0.09
C (-0.70703, 1.95551, -4.59930)  -0.09
C (-0.87998, 0.74037, -5.61149)  -0.29
C (-0.71156, -0.68830, -4.96276)  -0.02
F (-2.23158, 0.79133, -6.07502)  -0.05
C (-1.80303, 1.16695, -2.37315)  0.04
C (-3.19200, 1.41736, -3.01510)  -0.43
O (-3.76398, 0.47924, -3.48741)  0.18
O (-3.81613, 2.65321, -3.10952)  -0.01
N (-2.87296, 3.63294, -2.76781)  0.05
O (-3.62361, -1.98630, 3.56683)  -0.21
C (-2.59847, -2.33419, 2.61374)  -0.28
C (-1.15585, -2.46472, 3.22471)  -0.07
H (-6.76278, 2.45874, 6.13390)  0.08
H (-7.41717, 0.78218, 6.08163)  0.08
H (-5.87488, 1.12379, 7.00386)  0.09
H (-6.38713, 1.01383, 3.93656)  0.12
H (-4.95562, 2.02395, 4.59582)  0.12
H (-4.61415, -0.31447, 1.44442)  0.10
H (-4.91159, 1.29721, 2.15807)  0.09
H (-2.91317, 2.10256, 1.30660)  0.12
H (-1.90331, 0.62024, 1.85243)  0.08
H (-3.04789, -0.69010, -0.10753)  0.13
H (-3.85163, 0.83599, -0.60355)  0.13
H (-0.18532, 0.05509, 0.54886)  0.15
H (2.59186, -0.56482, -1.11523)  0.14
H (1.87045, -0.15416, 0.47003)  0.15
H (2.68953, 2.48685, -0.55145)  0.14
H (4.37745, 0.41013, -1.81265)  0.06
H (4.94003, 2.11594, -1.45770)  0.08
H (5.21079, 0.77871, -0.26081)  0.10
H (1.91414, 2.95089, 1.38642)  0.12
H (3.54575, 3.27825, 2.08134)  0.14
H (0.20696, 2.16727, 2.88033)  0.09
H (-0.52834, 0.95075, 5.09572)  0.08
H (1.29853, -0.03427, 6.62103)  0.10
H (3.83868, 0.17092, 6.04656)  0.10
H (4.50131, 1.36156, 3.87978)  0.11
H (1.99534, 1.86230, -4.87384)  0.04
H (3.21752, 2.30835, -3.00501)  0.03
H (0.13336, 2.64858, -4.88146)  0.10
H (-1.63748, 2.58438, -4.69188)  0.12
H (-0.24811, 0.87207, -6.53129)  0.15
H (0.29116, -0.84687, -4.49307)  0.07
H (-0.81013, -1.43980, -5.79894)  0.10
H (-1.58017, -0.87695, -4.28205)  0.09
H (-3.06598, 3.86948, -1.79174)  0.11
H (-2.96200, 4.44571, -3.37841)  0.12
H (-2.87532, -3.34905, 2.20454)  0.13
H (-2.53037, -1.65403, 1.72359)  0.08
H (-1.09047, -3.33025, 3.92688)  0.09
H (-0.80201, -1.51081, 3.70934)  0.06
H (-0.43828, -2.63756, 2.36608)  0.08
C (5.06982, -4.13589, -4.51608)  -0.06
C (5.44626, -5.03139, -3.52118)  -0.06
C (4.72223, -5.10147, -2.33959)  0.00
C (3.62100, -4.27297, -2.16907)  -0.15
C (3.24210, -3.37183, -3.15302)  -0.02
C (3.97196, -3.30388, -4.33061)  -0.07
N (2.83511, -4.35711, -0.93333)  -0.35
O (3.20029, -5.14135, -0.08056)  0.09
O (1.85326, -3.63217, -0.83208)  0.04
H (5.63441, -4.08703, -5.44037)  0.11
H (6.30344, -5.67693, -3.66901)  0.11
H (5.02287, -5.80144, -1.57054)  0.12
H (2.38713, -2.72166, -3.01993)  0.10
H (3.68339, -2.60492, -5.10608)  0.10

Cartesian forces, eV/Å:
-0.2 0.2 -0.4
-1.7 0.3 1.3
0.8 -0.4 -2.5
1.7 0.3 2.6
-1.2 -0.7 -1.1
-0.4 -1.0 -1.0
-1.2 -0.3 -0.3
0.8 -0.5 0.9
-0.3 0.8 -2.3
-1.4 0.2 -0.5
-2.1 0.2 -0.4
0.3 -0.5 0.6
1.7 -1.6 -0.7
0.0 0.1 0.4
-1.2 1.3 -1.2
0.4 0.0 1.9
0.1 0.1 0.4
2.3 -1.1 1.5
1.5 0.4 -1.1
0.5 0.4 -0.7
-1.9 1.1 -2.3
-2.4 -0.6 1.4
-2.5 1.3 -0.4
1.3 -2.9 -1.1
-0.5 1.3 0.6
-0.6 0.1 1.4
0.2 -0.3 0.3
-0.4 -0.5 0.1
-0.3 0.1 -1.3
1.2 0.1 0.3
3.5 0.5 1.6
-0.8 -0.9 -1.0
0.4 0.2 0.6
1.2 -1.2 0.2
0.9 0.8 1.1
-0.5 2.7 -0.4
1.4 -1.4 -0.5
0.1 0.5 -0.4
0.4 -1.0 0.0
1.1 0.4 0.0
-0.4 0.2 -0.9
0.8 0.4 0.4
-0.3 -0.9 -0.1
0.3 0.8 0.8
0.9 -0.8 0.3
0.7 -1.0 0.1
-0.8 0.6 -0.3
0.1 1.1 -0.1
1.0 -0.2 0.0
0.2 0.4 -1.1
-0.3 1.0 0.3
0.1 0.6 -1.1
0.2 -0.8 0.3
0.0 0.8 0.5
-0.4 -0.8 0.4
-0.8 0.5 -0.7
0.5 -0.7 0.3
-0.8 -0.8 -0.1
0.4 -0.5 0.8
1.3 0.0 -0.1
0.4 0.6 -1.0
-0.9 0.4 -0.6
-1.1 0.1 -0.1
-0.4 0.4 1.1
-0.8 0.0 0.1
-0.9 -0.9 0.3
0.9 -0.8 0.3
-0.5 -0.1 1.0
-0.9 0.2 -0.2
0.1 0.8 0.8
0.9 0.2 -0.3
0.0 0.4 -0.5
-0.5 -0.4 0.2
0.1 1.1 0.4
-0.4 -0.3 0.9
-0.1 0.8 -0.5
-0.6 -1.0 -0.3
-0.8 -0.1 0.8
0.0 0.0 0.0
-0.1 0.1 0.0
0.1 -0.2 0.1
0.3 0.0 -0.5
-0.2 0.2 -0.1
0.1 -0.1 0.0
-0.1 -0.1 0.3
-0.2 0.3 -0.2
0.2 0.0 0.0
0.0 0.0 0.1
-0.1 0.0 0.1
-0.2 0.1 0.0
0.1 -0.1 0.1
0.0 0.0 0.1

Values from the calculation:
- Charge: +1

***

Density functional theory data (ωB97M-V with the def2-TZVPD basis set) for an isolated ion of composition C33H36NO2 and charge +1.

Each line ends with the Löwdin charge.
Cartesian coordinates (Å):
C (2.98121, -2.37177, 2.36497)  -0.01
O (2.16354, -2.16241, 1.19817)  -0.03
C (0.88943, -2.55638, 1.42089)  -0.47
O (0.47835, -2.78314, 2.55084)  0.11
C (0.08180, -2.68693, 0.16814)  -0.17
C (0.42887, -4.08552, -0.37141)  -0.08
C (-0.49990, -5.00280, 0.43758)  -0.13
C (-1.75852, -4.13809, 0.65677)  -0.11
N (-1.33906, -2.75074, 0.45103)  0.04
C (-2.19018, -1.71168, 0.39175)  -0.04
C (-3.64468, -2.08865, 0.62931)  -0.09
C (-4.66714, -0.93918, 0.38775)  -0.18
C (-4.08380, 0.39871, 0.81088)  -0.18
C (-2.76753, 0.69641, 0.11072)  -0.17
C (-1.72256, -0.39402, -0.01203)  -0.08
C (-0.17119, 0.50560, 0.38159)  -0.12
C (0.03612, 1.58926, -0.63648)  -0.04
C (1.01507, 1.82547, -1.60668)  -0.11
C (0.70082, 2.81692, -2.64790)  -0.17
C (-0.66283, 3.08906, -2.91607)  -0.05
C (-1.06261, 4.19153, -3.65823)  -0.07
C (-0.08478, 5.00221, -4.26349)  -0.07
C (1.28233, 4.64900, -4.16499)  -0.07
C (1.68252, 3.55946, -3.37229)  -0.02
C (2.33388, 1.15737, -1.62959)  -0.18
C (3.01407, 1.01599, -0.41364)  -0.03
C (4.24036, 0.37572, -0.37905)  -0.07
C (4.86325, -0.03196, -1.56467)  -0.07
C (4.23317, 0.18169, -2.78187)  -0.07
C (2.97238, 0.78013, -2.83359)  -0.03
C (-0.07747, 1.07198, 1.82598)  -0.16
C (0.43561, 0.35096, 2.92243)  -0.02
C (0.32153, 0.81696, 4.24176)  -0.07
C (-0.27585, 2.03695, 4.50928)  -0.08
C (-0.71341, 2.82769, 3.43666)  -0.06
C (-0.55102, 2.38619, 2.11124)  -0.04
H (3.94438, -1.87490, 2.17086)  0.10
H (2.49283, -1.98960, 3.26526)  0.09
H (3.10524, -3.44760, 2.48370)  0.11
H (0.35826, -1.88837, -0.51204)  0.15
H (0.11551, -4.14764, -1.41818)  0.13
H (1.50029, -4.33581, -0.30485)  0.14
H (-0.70480, -5.94767, -0.10637)  0.13
H (-0.06810, -5.26494, 1.41323)  0.12
H (-2.50706, -4.45771, -0.08275)  0.13
H (-2.15561, -4.30586, 1.67396)  0.15
H (-4.02076, -2.93048, -0.00755)  0.14
H (-3.80634, -2.42012, 1.67445)  0.15
H (-5.64039, -1.17549, 0.86862)  0.13
H (-4.86812, -0.91343, -0.69698)  0.12
H (-3.93468, 0.37008, 1.89354)  0.13
H (-4.83003, 1.15988, 0.55753)  0.13
H (-2.32401, 1.51326, 0.66264)  0.08
H (-3.01428, 1.07346, -0.88000)  0.12
H (-1.27961, -0.42365, -1.07357)  0.18
H (0.52577, -0.32827, 0.20959)  0.08
H (-0.81010, 2.26802, -0.69384)  0.08
H (-1.42544, 2.39246, -2.57676)  0.10
H (-2.13770, 4.42789, -3.73395)  0.11
H (-0.40405, 5.87631, -4.82290)  0.10
H (2.05974, 5.23762, -4.67849)  0.11
H (2.75345, 3.26088, -3.35216)  0.12
H (2.57927, 1.46465, 0.47831)  0.12
H (4.69078, 0.21363, 0.58947)  0.10
H (5.80087, -0.58596, -1.54297)  0.11
H (4.70299, -0.10689, -3.71833)  0.11
H (2.46342, 0.95788, -3.78750)  0.12
H (0.85107, -0.64545, 2.76192)  0.07
H (0.63533, 0.18519, 5.06249)  0.11
H (-0.40095, 2.35658, 5.54267)  0.11
H (-1.23751, 3.76568, 3.62859)  0.11
H (-0.89150, 3.04434, 1.29661)  0.11

Cartesian forces, eV/Å:
0.7 0.2 0.1
-1.1 -0.5 -0.1
0.5 0.6 2.4
-0.1 -0.3 -1.8
1.0 -0.4 -0.3
-0.4 -0.4 -0.4
0.3 -0.2 0.2
-0.2 -1.5 0.2
-1.5 1.5 -0.3
1.5 -2.9 0.2
-1.4 0.6 0.1
0.3 -0.4 -0.7
-0.5 -0.7 0.2
-0.8 0.6 -0.4
1.8 2.5 -1.2
0.8 -1.3 1.2
0.4 0.1 -1.8
-1.5 -1.1 1.4
-0.2 0.9 -0.9
0.4 0.1 -0.2
0.4 0.3 -0.2
0.3 -0.5 0.4
-0.4 -0.1 0.2
-0.4 -0.2 0.2
0.3 0.2 -0.2
-0.2 -0.1 -0.4
0.2 0.0 -0.2
-0.2 -0.4 0.4
-0.5 0.3 -0.4
-0.3 -0.1 0.6
-0.3 0.5 0.2
-0.5 -0.3 -0.3
0.0 -0.1 -0.7
-0.2 0.3 -0.4
0.2 -0.3 -0.3
-0.5 -0.5 0.1
-0.5 -0.2 0.1
0.2 0.1 -0.3
0.2 0.0 0.1
-0.2 -0.2 -0.2
0.2 0.1 0.0
-0.5 0.2 0.0
0.0 0.7 0.4
0.0 0.1 -0.3
0.0 0.5 0.2
0.0 0.4 -0.5
1.0 0.4 0.4
0.6 0.0 -0.3
0.7 0.1 -0.1
0.0 0.1 0.3
-0.1 0.2 0.1
0.4 0.1 0.3
0.0 0.3 0.0
0.1 0.1 -0.2
-1.2 -0.6 1.1
0.2 0.9 0.5
0.2 0.0 0.1
0.1 0.2 0.2
0.7 -0.2 -0.2
0.2 -0.1 0.0
-0.6 -0.3 0.2
-0.9 0.5 0.3
0.1 -0.3 -0.1
0.3 0.0 0.0
-0.1 0.3 0.1
0.0 0.0 0.2
0.3 -0.2 0.4
-0.2 0.6 0.2
0.2 0.0 -0.1
0.0 0.0 -0.3
0.4 -0.2 -0.1
0.2 -0.4 0.5

Values from the calculation:
- Energy above the lowest of the compared OMol25 structures with the same formula, charge and spin: 0.000 eV
- Charge: +1
- SMILES: COC(=O)[C@H]1CCC/[N+]1=C1\CCCC[C@H]1[C@@H](C=C(c1ccccc1)c1ccccc1)c1ccccc1

***

no.,gap between HOMO and LUMO (eV)
1,6.2
2,6.8